The following is a DFT calculation (ωB97M-V/def2-TZVPD) of a molecular structure, Cl4H3NSi2.

ORCA input file:
```
! wB97M-V def2-TZVPD RIJCOSX def2/J DEFGRID3
* xyz 0 1
N -0.015 -0.317 -0.336
Si -1.697 -0.147 0.277
Si 1.384 0.612 -0.245
Cl 0.055 -1.944 -1.058
Cl 2.277 -0.441 1.408
Cl 2.534 0.231 -1.937
Cl 1.042 2.520 0.195
H -2.558 -0.260 -0.885
H -1.469 1.068 1.226
H -1.554 -1.324 1.354
*
```

## Properties
- DFT total energy (eV) = -67387.2076
- HOMO (Ha) = -0.3617
- relative energy (zero: lowest compared OMol25 entry of this formula, charge and spin) (eV) = 0.703
- frontier orbital gap (eV) = 9.785

The following is a DFT calculation (ωB97M-V/def2-TZVPD) of a single C14H24N2S2 molecule.

ORCA input file:
```
! wB97M-V def2-TZVPD RIJCOSX def2/J DEFGRID3
* xyz 0 1
C -2.694 -3.009 1.103
C -1.664 -1.894 0.781
C -2.010 -1.350 -0.645
C -1.733 -0.898 1.892
N -1.576 0.406 1.957
C -0.969 1.396 1.051
C -2.012 1.969 0.082
C -1.405 2.614 -1.171
C -0.111 3.334 -0.830
C 0.955 2.497 -0.144
C 0.407 1.146 0.374
N 1.386 0.539 1.325
C 2.178 -0.474 1.003
C 2.371 -1.178 -0.384
C 3.467 -2.252 -0.199
C 2.838 -0.164 -1.484
S 0.923 -2.171 -0.999
S -0.057 -2.791 0.753
H -2.653 -3.812 0.367
H -3.714 -2.609 1.132
H -2.483 -3.429 2.070
H -2.132 -2.182 -1.364
H -3.001 -0.883 -0.584
H -1.288 -0.649 -1.085
H -2.101 -1.410 2.789
H -0.758 2.214 1.714
H -2.750 1.233 -0.181
H -2.555 2.720 0.649
H -1.111 1.858 -1.916
H -2.116 3.329 -1.591
H 0.293 3.803 -1.739
H -0.292 4.175 -0.149
H 1.764 2.363 -0.833
H 1.370 3.053 0.651
H 0.258 0.477 -0.468
H 2.845 -0.748 1.793
H 3.693 -2.769 -1.113
H 3.150 -2.952 0.564
H 4.427 -1.819 0.153
H 3.274 -0.659 -2.337
H 1.999 0.441 -1.877
H 3.587 0.533 -1.108
*
```

## Properties
- DFT total energy (eV) = -39556.4217
- HOMO (Ha) = -0.3046
- relative energy (zero: lowest compared OMol25 entry of this formula, charge and spin) (eV) = 0.537
- SMILES string = CC1(C)/C=N\[C@@H]2CCCC[C@H]2/N=C\C(C)(C)SS1
- frontier orbital gap (eV) = 8.733

- What is the HOMO in the second record?
  -0.3046 Ha